20
Properties=species:S:1:pos:R:3:forces:R:3:nbo_charge:R:1 method="wB97M-V/def2-TZVPD" lumo_energy_ev=-3.06 charge=+1 e_above_lowest_kcal_mol=27.2 mol_weight_g_mol=105.2
C 0.0111 -0.1207 -2.3919 0.66 0.63 0.16 -0.644
C 0.0467 0.6473 -1.0759 -0.07 -0.09 0.11 0.078
O -1.2691 1.0228 -0.6636 -0.01 0.12 -0.08 -0.760
C 0.5309 -0.2049 0.0880 -0.70 -0.29 0.37 -0.058
N -0.5231 -1.2849 0.2969 0.60 -0.13 0.30 -0.710
C 0.6494 0.5785 1.4106 1.11 0.68 0.45 -0.252
N 0.1675 -0.1764 2.5512 -0.44 -0.37 -0.02 -0.869
H 0.9868 -0.5624 -2.5807 0.06 -0.33 0.07 0.228
H -0.1284 0.5548 -3.2312 -0.43 0.03 -0.02 0.247
H -0.7693 -0.8727 -2.3625 -0.09 -0.13 -0.21 0.211
H 0.6929 1.5282 -1.1109 0.05 -0.05 -0.19 0.206
H -1.5275 1.8544 -1.0727 -0.09 -0.05 -0.05 0.508
H 1.4575 -0.7266 -0.1119 0.14 -0.05 -0.21 0.229
H -1.4335 -0.9001 0.0306 -0.08 -0.17 -0.10 0.458
H -0.5064 -1.5080 1.3114 0.04 0.32 0.11 0.464
H -0.2896 -2.1525 -0.1794 -0.27 0.12 -0.38 0.439
H 1.7186 0.7587 1.5760 -0.12 -0.17 -0.11 0.226
H 0.2518 1.5951 1.3381 -0.46 -0.29 -0.20 0.215
H 0.7260 -0.0628 3.3844 0.08 -0.02 -0.09 0.406
H -0.7925 0.0323 2.7935 0.02 0.26 0.08 0.379